Record 1
This record from the Open Molecules 2025 dataset describes a cluster of 11 separate species, C6H37N2O10 in total in a non-equilibrium geometry. The level of theory is ωB97M-V with the def2-TZVPD basis set.

```
55
C6H37N2O10 | the Open Molecules 2025 dataset | ωB97M-V with the def2-TZVPD basis set
N 0.57044 -0.87869 -0.97177
C -0.84113 -0.99166 -0.44956
C -1.72488 -1.05353 -1.70285
C -2.14248 0.35628 -2.18361
C -0.98556 -2.14380 0.54473
N 0.12778 -2.09572 1.50686
C 0.63836 -3.42517 1.78581
C -0.28756 -1.38436 2.72379
H 0.67742 -0.29153 -1.81333
H 1.10161 -0.48207 -0.20830
H 1.01753 -1.76566 -1.24972
H -0.99977 -0.10274 0.15718
H -2.58948 -1.69611 -1.52831
H -1.15356 -1.55984 -2.48131
H -2.57814 0.24418 -3.16444
H -2.94896 0.68017 -1.54409
H -1.27751 1.00691 -2.05777
H -1.00216 -3.07200 -0.00401
H -1.95633 -1.99958 0.99781
H -0.09301 -4.23615 1.88778
H 1.26546 -3.35829 2.67566
H 1.32310 -3.80274 1.02286
H -0.48384 -0.34436 2.47052
H 0.55129 -1.44022 3.41622
H -1.13750 -1.87097 3.19887
H -0.12151 3.94745 -0.70296
H 1.10870 4.73558 -0.26479
O 0.80420 4.13044 -0.96028
H 2.81482 1.04431 -0.90228
H 3.57772 -0.10023 -0.01394
O 3.08959 0.11556 -0.81685
H 1.99015 -1.10745 1.99668
H 1.98293 0.36697 2.51739
O 1.84620 -0.18554 1.74147
H -1.14020 2.01063 2.38394
H -2.17467 1.80089 3.50130
O -2.09354 2.13283 2.60905
H 0.70795 1.19191 1.06088
H 0.16250 2.62838 0.84470
O 0.36691 1.96692 1.52271
H 1.43234 2.83996 -1.99741
H 2.48835 2.11432 -2.90067
O 1.82191 1.97716 -2.21936
H 1.75519 -1.02632 -4.09001
H 1.82413 0.39627 -3.32530
O 1.26214 -0.31431 -3.64903
H -2.24031 3.92077 -0.43766
H -2.09336 3.23658 0.89453
O -1.62711 3.35266 0.04870
H -2.92052 0.76941 1.09684
H -4.46026 1.03654 0.86506
O -3.77399 0.35794 0.91715
H 2.92581 -3.27004 -0.60738
H 2.99577 -1.76292 -0.90836
O 2.61700 -2.59898 -1.23310
```

Calculated values
Relative energy (zero: lowest compared OMol25 entry of this formula, charge and spin) = 33.3 kcal per mole
E_LUMO = -2.50 eV
Charge = +1
E_tot = -1112.50191 a.u.
Highest occupied orbital energy = -12.07 eV
Kohn-Sham gap = 9.6 eV

=====

Record 2
This record from the Open Molecules 2025 dataset describes a structure of composition C57H48N5O2S5Sn in a non-equilibrium geometry. The level of theory is ωB97M-V with the def2-TZVPD basis set.

```
118
C57H48N5O2S5Sn | the Open Molecules 2025 dataset | ωB97M-V with the def2-TZVPD basis set
Sn -1.89904 -0.61027 -0.66414
C -2.10574 -0.95387 6.59616
C -0.75784 -1.16467 5.88626
C 0.32636 -1.47487 6.92926
C -0.38654 0.12973 5.15486
C -0.94164 -2.33357 4.94206
C -1.08614 -3.64197 5.46316
C -1.37704 -4.71377 4.65466
C -1.50964 -4.56707 3.27146
S -2.19214 -5.99987 2.49116
C -1.46464 -3.54547 0.28456
N -1.48594 -2.97307 1.43686
C -1.29694 -3.27907 2.71716
C -1.04224 -2.18967 3.58136
C -1.52884 -3.50117 -1.81404
C -1.98984 -4.53227 -2.76654
C -2.07784 -4.26147 -4.09054
C -1.75534 -2.98297 -4.59274
C -1.37014 -1.95697 -3.73404
C -1.24334 -2.12847 -2.36914
H -2.02424 -0.11287 7.27966
H -2.38724 -1.83087 7.17146
H -2.89024 -0.74487 5.87066
H 0.49696 -0.59897 7.54856
H 1.26466 -1.73877 6.44686
H 0.03476 -2.28377 7.59316
H -0.24054 0.91923 5.88766
H -1.17764 0.44713 4.47676
H 0.54126 0.01273 4.59866
H -0.99714 -3.81027 6.52336
H -1.51834 -5.69387 5.08676
H -0.92844 -1.22917 3.10036
H -2.22964 -5.50397 -2.36314
H -2.40134 -5.03007 -4.77374
H -1.86984 -2.79177 -5.64844
H -1.21564 -0.96037 -4.13464
C 7.45086 -1.59937 -0.76324
C 6.01216 -1.21647 -0.78864
C 5.59666 0.04453 -0.36364
C 4.25866 0.38723 -0.35234
C 3.32116 -0.53367 -0.78334
C 3.70406 -1.79767 -1.20024
C 5.04406 -2.13097 -1.20594
S 1.56736 -0.09767 -0.70104
O 1.48596 0.99193 0.28656
C 1.41376 0.58723 -2.37554
C 1.41376 -0.41937 -3.35304
C 1.31796 -0.10927 -4.67974
C 1.14726 1.22953 -5.08604
C 0.98246 1.56673 -6.44594
C 0.75796 2.86313 -6.82634
C 0.68716 3.87073 -5.85554
C 0.86636 3.57743 -4.52564
C 1.11746 2.25483 -4.10154
C 1.30206 1.91373 -2.72204
C 1.39586 3.05053 -1.79024
C 2.55316 3.87393 -1.81544
C 3.74946 3.45523 -2.43824
C 4.89296 4.20793 -2.32884
C 4.88256 5.42223 -1.63184
C 3.72546 5.87343 -1.04434
C 2.54216 5.10463 -1.10104
C 1.36076 5.50353 -0.44334
C 0.28926 4.64983 -0.34304
C 0.32746 3.40823 -0.98114
S -0.70984 2.01543 -0.50444
O -1.88564 1.77923 -1.46084
C -1.43454 2.58133 1.02636
C -2.78294 2.35963 1.27806
C -3.30074 2.65753 2.52466
C -2.48794 3.16003 3.54046
C -3.06764 3.47883 4.87516
C -1.12924 3.33203 3.28086
C -0.59734 3.02493 2.04206
H 8.09576 -0.72787 -0.83374
H 7.68826 -2.28797 -1.56994
H 7.67766 -2.10297 0.17736
H 6.32876 0.76273 -0.02634
H 3.92876 1.35393 -0.00354
H 2.96176 -2.51497 -1.52124
H 5.34926 -3.11547 -1.52714
H 1.53596 -1.44227 -3.03094
H 1.36326 -0.88507 -5.42864
H 1.02796 0.77813 -7.18214
H 0.62996 3.11273 -7.86854
H 0.49016 4.88663 -6.16044
H 0.79496 4.37023 -3.79694
H 3.77126 2.51663 -2.97474
H 5.80996 3.86573 -2.78424
H 5.78906 6.00413 -1.55994
H 3.71496 6.81253 -0.51134
H 1.31976 6.47503 0.02456
H -0.58614 4.93693 0.21836
H -3.42844 1.99873 0.48176
H -4.35234 2.50333 2.71586
H -3.93954 4.12183 4.76826
H -2.34264 3.97503 5.51346
H -3.39814 2.56723 5.37116
H -0.48334 3.70503 4.06076
H 0.46306 3.12663 1.86456
N -4.93944 0.81943 -1.99424
C -5.14374 -0.45557 -1.68694
N -4.19294 -1.26467 -1.26194
C -4.69164 -2.52457 -0.96584
C -6.03184 -2.66047 -1.16594
S -6.72014 -1.20337 -1.75864
C -3.75914 -3.51007 -0.47014
C -4.00564 -4.65127 0.19696
S -2.66374 -5.79067 0.49656
C -0.55874 -3.98637 -0.72684
N -2.42644 -3.12037 -0.64884
N 0.73076 -4.26667 -0.76774
H -3.99234 1.17903 -2.01284
H -5.67484 1.37753 -2.39324
H -6.63524 -3.53527 -1.02284
H -4.99024 -4.99907 0.45256
H 1.19526 -4.43837 -1.64914
H 1.24666 -4.45507 0.08006
```

Calculated values
E_LUMO = -10.42 eV
Charge = +3
E_tot = -4829.29440 a.u.
Highest occupied orbital energy = -13.83 eV
Kohn-Sham gap = 3.4 eV

=====

Record 3
This record from the Open Molecules 2025 dataset describes a structure of composition C26H24ClIN4O2Pt in a non-equilibrium geometry. The level of theory is ωB97M-V with the def2-TZVPD basis set.

```
59
C26H24ClIN4O2Pt | the Open Molecules 2025 dataset | ωB97M-V with the def2-TZVPD basis set
Pt -0.50235 0.48386 -0.89579
C -0.11165 1.93046 1.95591
C -0.75705 3.15866 1.30431
C -0.10235 3.59866 0.02191
C 0.37725 4.90066 -0.10389
C 0.96065 5.30196 -1.29299
C 1.03615 4.40176 -2.34539
C 0.54255 3.12526 -2.14779
N 0.00585 2.74116 -0.99129
N -0.57365 0.62326 1.47051
C -1.95425 0.30606 1.85851
C -3.00265 0.83626 0.91221
C -4.32115 1.01856 1.31611
C -5.25775 1.44756 0.38771
C -4.85125 1.69986 -0.91479
C -3.52165 1.50266 -1.23999
N -2.63995 1.06966 -0.34789
C 0.36715 -0.40394 1.92831
C 1.63545 -0.44264 1.10831
C 2.76575 -1.11914 1.55531
C 3.87455 -1.20374 0.72921
C 3.83395 -0.60024 -0.51879
C 2.68445 0.07616 -0.88659
N 1.62185 0.14136 -0.09089
H -0.28985 1.99166 3.03901
H 0.96825 1.98106 1.79191
H -0.69505 3.98356 2.01561
H -1.81585 2.97156 1.13091
H 0.29025 5.59226 0.72051
H 1.35225 6.30086 -1.39429
H 1.46235 4.67976 -3.29679
H 0.57535 2.38926 -2.94029
H -2.16145 0.64086 2.88251
H -2.07665 -0.78144 1.83261
H -4.60655 0.82286 2.33791
H -6.28945 1.58916 0.67141
H -5.54535 2.03466 -1.66729
H -3.14505 1.70526 -2.23329
H -0.11715 -1.37894 1.81561
H 0.60635 -0.26194 2.99081
H 2.77825 -1.56974 2.53491
H 4.76045 -1.73184 1.04901
H 4.67435 -0.65574 -1.19059
H 2.61935 0.58356 -1.84009
I 2.59775 -8.21884 0.12271
C 1.74245 -6.33154 -0.32659
C 1.51875 -5.42484 0.70541
C 0.98035 -4.18644 0.41621
C 0.69715 -3.84914 -0.90239
C 0.92975 -4.75244 -1.93239
C 1.43235 -6.00944 -1.64379
C 0.21925 -2.43734 -1.21649
O 0.70585 -1.94524 -2.23689
O -0.54455 -1.89294 -0.39809
H 1.76325 -5.67644 1.72521
H 0.78005 -3.48704 1.21331
H 0.70975 -4.47284 -2.95149
H 1.58935 -6.72494 -2.43589
Cl -0.57595 -0.07134 -3.16089
```

Calculated values
Relative energy (zero: lowest compared OMol25 entry of this formula, charge and spin) = 86.1 kcal per mole
E_LUMO (alpha / beta) = -8.94 / -8.93 eV
Charge = +2
E_tot = -2251.28563 a.u.
Highest occupied orbital energy (alpha / beta) = -12.64 / -12.64 eV
Kohn-Sham gap (alpha / beta) = 3.7 / 3.7 eV

=====

Record 4
This record from the Open Molecules 2025 dataset describes a cluster of 3 separate species, C4H7NO in total in a non-equilibrium geometry. The level of theory is ωB97M-V with the def2-TZVPD basis set.

```
13
C4H7NO | the Open Molecules 2025 dataset | ωB97M-V with the def2-TZVPD basis set
C -0.89216 1.31828 -0.42291
C -1.65156 0.32657 -0.88673
C -1.66410 -0.96377 -0.25469
N -1.64422 -2.00615 0.25217
H -0.87401 2.28215 -0.92115
H -0.26203 1.19781 0.45211
H -2.27296 0.43703 -1.76960
H 1.84340 1.83576 1.49765
H 1.98819 1.30307 0.99512
C 1.35586 -1.43978 0.26894
O 1.88148 -0.55840 -0.36772
H 1.18420 -2.44664 -0.15175
H 1.00792 -1.28595 1.30856
```

Calculated values
Relative energy (zero: lowest compared OMol25 entry of this formula, charge and spin) = 78.4 kcal per mole
SMILES string = C=CC#N.[H][H].C=O
E_LUMO = 0.33 eV
Charge = 0
E_tot = -286.50673 a.u.
Highest occupied orbital energy = -10.24 eV
Kohn-Sham gap = 10.6 eV